Formula: C45H46BrClN2O2PRuTe
Source: the Open Molecules 2025 dataset
Level of theory: ωB97M-V/def2-TZVPD

Results
HOMO (alpha / beta)	-11.99 / -11.99	eV
energy above the lowest of the compared OMol25 structures with the same formula, charge and spin	10.40	kcal/mol
LUMO energy (alpha / beta)	-5.039 / -7.191	eV

```
! RIJCOSX wB97M-V def2-TZVPD def2/J DEFGRID3
* xyz 2 2
H -2.501 3.728 -2.842
H -4.326 0.678 -2.352
H -1.832 -0.926 4.574
H -5.014 2.486 -0.990
C 3.160 -0.200 0.227
C -0.690 -0.127 -5.994
H 2.638 1.121 4.058
O -1.886 0.626 1.034
C 2.143 -0.976 -0.341
C 2.528 -2.192 -0.947
C 2.517 -2.090 2.965
H -2.549 4.965 -1.565
C -3.986 0.608 -1.318
H 0.660 -1.551 -7.855
H -0.788 3.309 7.065
C 3.871 -2.620 -0.837
C -4.899 1.526 -0.479
H 0.192 -2.573 1.158
P 0.425 -0.216 2.755
Ru 0.149 0.916 0.750
H 1.845 -3.822 -2.193
H -2.937 -4.770 3.069
C -2.494 -2.851 3.915
H 1.505 1.852 -3.890
H -0.925 4.141 4.740
H -4.829 -0.163 1.522
N -0.678 4.107 -1.876
C 1.626 0.014 -5.013
H -2.958 0.990 -1.328
H -1.292 -1.033 -5.981
C 0.785 -0.445 -6.020
C 2.963 0.116 3.824
O -0.362 2.026 -1.042
H -2.173 -1.762 -0.004
H 1.282 0.393 -2.913
H -0.488 5.380 -3.524
C -0.109 5.293 -2.506
H -5.901 1.085 -0.446
C -2.921 -0.059 1.033
C 2.988 -0.284 -5.063
C -2.314 -3.887 3.010
H -0.387 6.183 -1.943
Br 2.593 1.554 0.740
C 4.464 -0.581 0.315
C -0.564 2.644 6.242
H 5.216 0.059 0.755
C -0.184 1.329 6.486
H -5.018 -1.215 -0.793
H -3.656 -2.051 0.894
C -0.690 -1.631 2.888
H 4.158 -3.565 -1.282
H 5.685 -1.870 4.139
C 0.014 0.932 4.103
Cl -0.468 2.937 2.277
H -1.045 -0.748 -1.487
C 3.812 -2.472 3.290
H 0.975 5.210 -2.541
H 4.565 -1.256 -6.135
C 1.558 -2.895 -1.712
C 3.507 -1.035 -6.102
C 0.107 0.490 5.427
H 3.065 -2.076 -7.929
H -0.108 0.963 7.500
Te -1.039 0.954 -4.182
C -3.986 -0.897 -0.955
C -0.072 -1.172 -1.278
C 0.783 -0.529 -0.396
H -3.260 -2.921 4.676
H -5.196 2.250 1.560
H 1.159 3.299 -1.540
C -1.341 -3.789 2.024
H 5.835 -2.177 -0.139
C 2.084 -0.792 3.226
H 4.922 0.434 4.622
H -0.989 0.477 -6.848
H 4.133 -3.487 3.097
C -4.423 1.785 0.952
H -3.628 -1.457 -1.819
H -2.425 3.238 -1.135
C 1.078 0.849 -3.882
H -1.209 -4.590 1.308
H -0.397 -2.875 -2.562
C -0.647 3.117 4.943
C 4.680 -1.566 3.877
N -4.051 0.485 1.549
H 3.644 0.084 -4.282
C 1.315 -1.199 -7.067
C -1.682 -1.725 3.861
C -0.358 2.254 3.900
C -0.542 -2.660 1.952
C -3.123 -1.324 0.278
H -3.543 2.424 0.985
C 0.306 -2.371 -1.910
C 4.809 -1.844 -0.207
H 0.422 -0.529 5.621
C 0.081 3.120 -1.460
C 2.665 -1.494 -7.109
C -2.132 4.001 -1.852
H 1.849 -2.819 2.531
C 4.253 -0.271 4.146
*
```

---

Formula: C20H14N5O9
Source: the Open Molecules 2025 dataset
Level of theory: ωB97M-V/def2-TZVPD

Results
HOMO	-4.87	eV
LUMO energy	2.139	eV

```
! RIJCOSX wB97M-V def2-TZVPD def2/J DEFGRID3
* xyz -1 1
C -2.372 -0.584 0.782
N 2.472 -1.822 -1.654
H -1.039 0.110 -1.257
C 1.505 1.457 0.643
C -0.128 0.620 -3.788
H 4.255 -0.579 2.222
O 2.324 1.072 1.654
C -3.069 1.588 2.386
C -3.428 -0.699 1.674
H -1.496 2.665 1.349
H 2.462 0.855 -1.709
C -0.669 0.771 -0.449
C 2.145 -0.177 2.365
C 3.480 -0.557 2.991
N -5.772 0.151 4.143
O 2.593 -3.031 -1.928
C 1.435 0.408 -1.702
N -0.794 1.599 -4.467
C 0.828 0.408 -0.266
C 1.060 -0.056 3.425
N -1.084 -1.389 -5.008
C 1.476 -1.024 -2.280
H 3.766 0.163 3.764
H -0.683 1.825 -0.781
H 1.361 0.668 4.195
O 1.811 -1.197 1.399
C -1.646 0.611 0.697
H -3.349 2.435 3.010
C -0.151 -0.775 -4.070
H 0.912 -1.025 3.924
O -0.995 -2.633 -5.144
O 0.221 -1.903 0.029
H -2.123 -1.412 0.114
O -1.940 -0.715 -5.607
C -3.783 0.387 2.479
N 0.558 2.541 -2.795
O 3.218 -1.230 -0.830
O 1.359 2.638 0.409
H -3.984 -1.634 1.736
H 0.751 -2.639 -3.499
O -0.400 2.753 -3.866
C 0.924 -0.976 0.410
C -4.885 0.265 3.398
C 0.705 -1.567 -3.293
C -2.012 1.710 1.484
H 0.109 0.267 2.988
C 0.647 1.203 -2.737
H 3.424 -1.546 3.458
*
```

---

Formula: C5H6O
Source: the Open Molecules 2025 dataset
Level of theory: ωB97M-V/def2-TZVPD

Results
HOMO	-8.42	eV
energy above the lowest of the compared OMol25 structures with the same formula, charge and spin	15.02	kcal/mol
LUMO energy	1.092	eV

```
! RIJCOSX wB97M-V def2-TZVPD def2/J DEFGRID3
* xyz 0 1
C 0.607 0.033 0.060
O -0.016 1.110 -0.505
H 0.302 0.311 2.052
H -1.908 -1.324 -1.580
C 1.174 0.416 1.393
C 0.005 -1.105 -0.390
C -1.104 -0.697 -1.213
H 1.991 -0.193 1.782
C -1.050 0.658 -1.249
H -1.691 1.434 -1.642
H 1.436 1.476 1.388
H 0.253 -2.118 -0.097
*
```

---

Formula: C7H9N4O3
Source: the Open Molecules 2025 dataset
Level of theory: ωB97M-V/def2-TZVPD

Results
HOMO (alpha / beta)	-14.11 / -14.11	eV
energy above the lowest of the compared OMol25 structures with the same formula, charge and spin	64.18	kcal/mol
LUMO energy (alpha / beta)	-6.163 / -6.165	eV

```
! RIJCOSX wB97M-V def2-TZVPD def2/J DEFGRID3
* xyz 1 1
O -2.358 -0.050 -1.094
C 0.545 1.531 0.209
H -2.673 2.195 -0.278
N -0.898 -1.117 0.312
C -1.417 0.085 -0.376
H 4.348 -1.008 -0.445
N 2.330 -1.628 -0.463
H 3.380 1.339 0.092
O 0.922 2.631 0.497
H -1.412 3.163 0.536
H -2.510 -2.448 0.316
C 1.472 0.418 -0.010
C 1.276 -0.896 -0.304
C 3.312 -0.748 -0.334
C -1.620 2.464 -0.272
H -0.888 -3.197 0.346
H -1.364 2.933 -1.222
N 2.845 0.490 -0.061
H -0.736 -1.718 2.153
H -1.514 -2.447 -1.145
O -0.749 -0.880 1.661
N -0.810 1.262 -0.058
C -1.483 -2.378 -0.059
*
```

---

Formula: C4H2O2
Source: the Open Molecules 2025 dataset
Level of theory: ωB97M-V/def2-TZVPD

Results
HOMO	-11.01	eV
energy above the lowest of the compared OMol25 structures with the same formula, charge and spin	7.72	kcal/mol
LUMO energy	-0.835	eV

```
! RIJCOSX wB97M-V def2-TZVPD def2/J DEFGRID3
* xyz 0 1
O 2.931 -0.468 -0.091
C 2.034 0.336 -0.158
H -2.487 -0.898 -0.835
C -0.574 -0.196 -0.073
H 2.218 1.422 -0.244
C 0.619 -0.012 -0.123
C -2.024 -0.336 -0.006
O -2.674 0.146 0.890
*
```

---

Formula: C5H8N2
Source: the Open Molecules 2025 dataset
Level of theory: ωB97M-V/def2-TZVPD

Results
HOMO	-8.83	eV
energy above the lowest of the compared OMol25 structures with the same formula, charge and spin	78.93	kcal/mol
LUMO energy	0.633	eV

```
! RIJCOSX wB97M-V def2-TZVPD def2/J DEFGRID3
* xyz 0 1
C 1.022 0.985 1.838
C -1.166 -0.052 0.672
H -1.213 -0.608 1.490
H -1.702 0.982 0.788
H 1.800 1.066 -0.774
C 1.229 0.218 -0.274
H 0.389 -0.918 -2.069
H -1.018 -1.769 -0.180
C -1.103 -0.779 -0.635
H -0.217 0.743 -1.888
H -2.059 -0.618 -1.392
N 1.815 1.238 2.719
N 0.332 0.442 0.805
C 0.055 -0.231 -1.274
H 1.838 -0.699 0.172
*
```

---

Formula: C11H11N3O6
Source: the Open Molecules 2025 dataset
Level of theory: ωB97M-V/def2-TZVPD

Results
HOMO	-8.19	eV
energy above the lowest of the compared OMol25 structures with the same formula, charge and spin	37.85	kcal/mol
LUMO energy	-0.893	eV

```
! RIJCOSX wB97M-V def2-TZVPD def2/J DEFGRID3
* xyz 0 1
H -4.313 0.391 -1.607
H -4.276 1.774 0.489
C 4.152 0.876 0.195
O -1.833 2.144 -0.408
H -3.741 -1.056 -0.623
H 4.841 -2.107 -0.243
O 6.869 -0.859 -0.529
C -4.244 -0.208 -0.847
C 4.849 -0.134 -0.074
C 4.435 -1.247 -0.239
C 0.780 -0.813 0.560
H 4.670 2.032 0.153
H 0.190 1.435 -0.079
N -1.493 0.472 0.680
C -5.528 -0.498 -0.410
H -1.758 -0.647 1.205
N 6.288 0.200 -0.382
H 2.192 1.567 0.662
C -3.766 0.902 0.294
O 0.349 -1.600 1.137
N -0.171 0.516 0.351
H 2.476 -2.479 0.013
C 2.700 0.852 0.534
C 2.957 -1.453 0.215
H -7.071 -1.417 -1.301
O 6.743 1.379 -0.636
H -3.868 0.503 1.332
C 2.186 -0.402 0.250
C -2.341 1.230 0.083
O -6.066 -0.993 -1.499
O -6.207 -0.360 0.722
*
```